(i)
# C3H8O2

The molecule C3H8O2 (the ωB97M-V functional and the def2-TZVPD basis, OMol25).

**E_LUMO**: 0.027 Ha
**SMILES**: OCCCO

Each line ends with the natural charge from an NBO analysis.
Positions of all 13 atoms, in Å:
O 0.26379 -0.59631 -1.58248  -0.73
C 0.38883 0.69755 -0.97012  -0.07
C 0.00276 0.75110 0.52967  -0.46
C -0.26771 -0.63139 1.13054  -0.06
O -1.29765 -1.31789 0.46433  -0.73
H 1.02734 -1.13696 -1.34164  0.47
H -0.27697 1.33809 -1.55349  0.19
H 1.41308 1.05870 -1.11954  0.17
H -0.88963 1.37382 0.66438  0.21
H 0.80788 1.22985 1.10208  0.21
H 0.67283 -1.21458 1.14044  0.14
H -0.57551 -0.51599 2.17582  0.19
H -1.02611 -1.31705 -0.47112  0.49

(ii)
# C3H8O2

A structure of composition C3H8O2 (the ωB97M-V functional and the def2-TZVPD basis, OMol25).

**E_LUMO**: -0.147 Ha

Each line ends with the natural charge from an NBO analysis.
Positions of all 13 atoms, in Å:
O -1.17078 -1.78622 1.13320  -0.41
C -0.10126 -2.16569 0.68483  0.28
C 0.67494 -1.54690 -0.30360  0.04
C 0.37933 -0.14714 -0.79243  -0.69
H -1.68405 1.83549 1.45083  -0.02
H 1.30257 -2.28039 -0.86509  0.22
H -1.82314 2.55251 1.11088  0.02
H -0.63623 0.18052 -0.56624  0.30
H 1.02988 0.51911 -0.17579  0.36
H 0.71273 0.07334 -1.88045  0.27
H 0.53776 3.40840 -0.49598  0.43
H 0.42766 -3.09178 1.09991  0.12
O 0.35058 2.44877 -0.40006  -0.92

(iii)
# C3H8O2

The molecule C3H8O2 (the ωB97M-V functional and the def2-TZVPD basis, OMol25).

**E_LUMO**: 0.034 Ha
**SMILES**: COCCO

Each line ends with the natural charge from an NBO analysis.
Positions of all 13 atoms, in Å:
C -1.77133 -0.48339 0.34126  -0.29
O -0.94116 0.10262 -0.64972  -0.56
C 0.03300 0.98632 -0.13241  -0.10
C 1.16860 0.25731 0.51222  -0.09
O 1.66342 -0.80250 -0.23793  -0.71
H -2.77299 -0.76679 -0.28218  0.21
H -1.25595 -1.55365 0.79601  0.18
H -2.00365 0.22664 1.32372  0.18
H 0.39888 1.59563 -1.00694  0.19
H -0.46614 1.72229 0.54535  0.18
H 0.80926 -0.08438 1.55552  0.15
H 2.01177 0.93340 0.68321  0.18
H 0.91908 -1.03548 -0.83996  0.47

Calculated relative energies: (i) 0.000; (ii) 7.051; (iii) 1.310, given in eV